15
Properties=species:S:1:pos:R:3:forces:R:3 method="wB97M-V/def2-TZVPD" smiles="O=CCCC=O.O" e_lumo_ev=0.63 energy_ha=-382.894991 relative_energy_kcal_mol=43.8 fmax_ev_per_a=1.26 mol_weight_g_mol=104.105 spin_multiplicity=1 orbital_gap_ev=10.43 total_charge=0
O 0.1059 2.5982 0.9913 -0.541 -0.247 -0.328
C -0.0525 1.4373 1.2730 1.096 0.520 0.329
C 0.0191 0.2786 0.3091 -0.183 -0.060 0.297
C -0.3866 -1.0493 0.9264 0.094 -0.519 0.363
C 0.3380 -2.2123 0.3021 -0.338 -0.001 -0.814
O -0.1867 -3.2255 -0.0788 0.018 -0.001 0.241
H 0.0186 1.1710 2.3533 -0.478 -0.252 -0.098
H -0.5398 0.4083 -0.6109 -0.012 0.490 0.060
H 1.0716 0.3237 0.0019 0.018 -0.340 0.009
H -1.4621 -1.2065 0.8554 -0.005 -0.103 -0.142
H -0.1629 -1.1496 1.9966 0.201 0.417 0.058
H 1.4181 -2.0579 0.1127 0.129 0.041 0.252
O 0.1049 1.3321 -2.5287 -0.173 0.139 -0.434
H 0.3216 2.2419 -2.7619 0.076 -0.010 0.155
H -0.6071 1.1100 -3.1414 0.099 -0.072 0.054